{
  "formula": "C25H31ClN4O8S",
  "method": "wB97M-V/def2-TZVPD",
  "largest_force_ev_per_a": 4.59,
  "homo_energy_ev": -8.1655,
  "total_charge": 0,
  "elements": ["C", "C", "C", "Cl", "O", "C", "O", "O", "C", "C", "C", "C", "C", "C", "C", "S", "C", "N", "N", "C", "O", "H", "H", "H", "H", "H", "H", "H", "H", "H", "H", "H", "H", "H", "H", "H", "H", "H", "H", "H", "H", "H", "C", "C", "C", "C", "C", "C", "N", "O", "O", "H", "H", "H", "H", "H", "C", "C", "C", "C", "C", "C", "N", "O", "O", "H", "H", "H", "H", "H"],
  "xyz": [[5.94043, -3.65332, -1.43256], [6.54714, -3.11092, -2.79070], [5.63100, -3.47845, -4.03123], [6.34245, -2.59122, -5.45618], [4.33996, -2.96078, -3.72975], [3.34904, -3.56587, -4.44681], [3.46388, -4.52648, -5.15140], [2.09444, -3.01348, -4.26569], [1.54435, -2.51492, -5.49336], [-0.02042, -2.77114, -5.59288], [-0.47331, -4.15419, -4.99020], [-1.62026, -4.05882, -3.89906], [-0.99183, -4.28202, -2.46199], [-1.21566, -3.10887, -1.42729], [-1.15636, -1.65786, -2.03439], [-0.16922, -0.47447, -0.96399], [1.18089, 0.05978, -2.02002], [2.29085, 0.61266, -1.52636], [3.13499, 0.88404, -2.55730], [2.50335, 0.48533, -3.66336], [1.25634, -0.01835, -3.39042], [6.01438, -2.88491, -0.62819], [6.50444, -4.58000, -1.15068], [4.86793, -3.94846, -1.50765], [7.55268, -3.58874, -2.94014], [6.73138, -2.01078, -2.79072], [5.67604, -4.58392, -4.13116], [1.98640, -2.95258, -6.41819], [1.69122, -1.40172, -5.57957], [-0.22399, -2.81418, -6.69955], [-0.60232, -1.89149, -5.22044], [0.36726, -4.77849, -4.59551], [-0.90556, -4.75611, -5.83914], [-2.29688, -4.93848, -4.08875], [-2.26148, -3.15216, -3.99237], [-1.47144, -5.20411, -2.02905], [0.10985, -4.49278, -2.48073], [-2.15090, -3.26725, -0.82420], [-0.37906, -3.18591, -0.67520], [-2.20535, -1.25591, -2.02308], [-0.72575, -1.63788, -3.06727], [2.98873, 0.57763, -4.65289], [-0.77537, 4.91945, 3.29322], [-0.26669, 4.74969, 2.01109], [-0.11554, 3.47396, 1.48656], [-0.48156, 2.37708, 2.25445], [-0.98360, 2.53581, 3.53900], [-1.12928, 3.81459, 4.05771], [-0.34649, 1.03151, 1.69555], [0.11502, 0.92657, 0.56662], [-0.70669, 0.08757, 2.37744], [-0.89766, 5.91726, 3.69903], [0.00960, 5.61345, 1.41893], [0.28181, 3.35148, 0.48699], [-1.26469, 1.68105, 4.14051], [-1.52135, 3.95213, 5.05521], [-6.42848, 4.10715, 7.94766], [-5.52245, 3.58736, 7.03161], [-4.33084, 4.25155, 6.78023], [-4.05609, 5.43277, 7.45554], [-4.95792, 5.96372, 8.36668], [-6.14896, 5.29550, 8.61110], [-2.78626, 6.12582, 7.21153], [-2.02277, 5.64271, 6.39046], [-2.56411, 7.13992, 7.84323], [-7.35638, 3.58315, 8.14620], [-5.74452, 2.66157, 6.51526], [-3.63183, 3.83871, 6.06495], [-4.74741, 6.88701, 8.89043], [-6.85908, 5.69896, 9.32227]],
  "mulliken_charge": [-0.95, -0.63, -0.03, -0.21, -0.10, 0.31, -0.54, 0.08, -0.62, -0.72, -0.76, -0.78, -0.58, -0.69, 0.09, 0.19, 0.35, -0.20, -0.60, -0.04, -0.15, 0.27, 0.31, 0.25, 0.38, 0.36, 0.41, 0.54, 0.06, 0.41, 0.40, 0.38, 0.42, 0.40, 0.41, 0.34, 0.25, 0.35, 0.32, 0.40, -0.47, 0.44, -0.47, -0.52, -0.22, 0.13, -0.65, -0.26, 1.00, -0.60, -0.63, 0.43, 0.38, 0.45, 0.44, 0.49, -0.39, -0.59, -0.03, 0.09, -0.38, -0.46, 1.01, -0.63, -0.59, 0.38, 0.38, 0.38, 0.44, 0.37]
}

***

{
  "formula": "C40H78BCl14NO6S2",
  "method": "wB97M-V/def2-TZVPD",
  "smiles": "C#C[C@]1(CCCCCOC)C[C@](CCCCCCCOC)(CSCC)[C@@](CN)(B(O)CC)S(=O)(=O)O1.ClCCCl.ClCCCl.ClCCCl.ClCCCl.ClCCCl.ClCCCl.ClCCCl",
  "largest_force_ev_per_a": 2.48,
  "homo_energy_ev": -8.0648,
  "total_charge": 0,
  "elements": ["C", "C", "C", "C", "C", "C", "C", "C", "O", "C", "C", "C", "C", "C", "C", "C", "C", "C", "C", "O", "C", "C", "S", "C", "C", "C", "C", "N", "B", "O", "C", "C", "S", "O", "O", "O", "H", "H", "H", "H", "H", "H", "H", "H", "H", "H", "H", "H", "H", "H", "H", "H", "H", "H", "H", "H", "H", "H", "H", "H", "H", "H", "H", "H", "H", "H", "H", "H", "H", "H", "H", "H", "H", "H", "H", "H", "H", "H", "H", "H", "H", "H", "H", "H", "H", "H", "Cl", "C", "C", "Cl", "H", "H", "H", "H", "Cl", "C", "C", "Cl", "H", "H", "H", "H", "Cl", "C", "C", "Cl", "H", "H", "H", "H", "Cl", "C", "C", "Cl", "H", "H", "H", "H", "Cl", "C", "C", "Cl", "H", "H", "H", "H", "Cl", "C", "C", "Cl", "H", "H", "H", "H", "Cl", "C", "C", "Cl", "H", "H", "H", "H"],
  "xyz": [[0.86861, -1.27483, 3.78810], [0.47033, -0.34983, 3.11045], [0.12229, 0.78248, 2.19713], [0.12180, 2.03550, 3.15500], [1.49987, 2.73262, 3.31484], [1.50324, 4.09237, 2.56078], [2.72792, 4.32884, 1.63697], [2.36910, 5.57320, 0.75360], [3.37590, 5.87103, -0.21118], [2.79994, 6.69101, -1.23100], [-1.29998, 0.67032, 1.62303], [-1.45183, -0.01760, 0.20920], [-1.73104, 1.12136, -0.81331], [-0.81823, 2.38175, -0.84538], [0.11451, 2.40552, -2.10907], [1.42377, 3.16341, -1.75036], [2.62844, 2.76730, -2.64378], [4.01118, 2.98655, -1.99699], [4.59653, 1.75379, -1.28012], [4.18915, 1.63928, 0.07797], [5.15808, 2.12922, 0.97742], [-2.87486, -0.71733, 0.39265], [-3.76287, -1.18231, -1.12310], [-4.90371, 0.18200, -1.54474], [-6.10391, -0.38585, -2.36630], [-0.30650, -1.01268, -0.12853], [-0.42828, -2.31670, 0.72378], [-1.32098, -3.27688, 0.00061], [-0.18059, -1.56402, -1.64106], [-1.00219, -1.28727, -2.70264], [1.01576, -2.59511, -1.93298], [1.92772, -2.12830, -3.11633], [1.33494, -0.24924, 0.18644], [2.25223, -1.19001, 0.76420], [1.87585, 0.23029, -1.04745], [1.17063, 0.97198, 1.24329], [1.38561, -2.02822, 4.32152], [-0.15527, 1.64485, 4.14328], [-0.64818, 2.76394, 2.88392], [1.57906, 2.98831, 4.38125], [2.36277, 2.10008, 3.09117], [1.49984, 4.90255, 3.30458], [0.60918, 4.26253, 1.94292], [2.97739, 3.48841, 0.98017], [3.63391, 4.59973, 2.19939], [1.40017, 5.30544, 0.29822], [2.23298, 6.46267, 1.38930], [3.49016, 7.52742, -1.39860], [2.61970, 6.13059, -2.15780], [1.84015, 7.12629, -0.91954], [-1.79829, 1.64366, 1.55468], [-1.88452, 0.11358, 2.37061], [-1.83236, 0.78192, -1.85105], [-2.73855, 1.48689, -0.55929], [-1.49277, 3.23771, -1.01784], [-0.28354, 2.63104, 0.07629], [0.30543, 1.40176, -2.49513], [-0.37370, 3.01935, -2.88053], [1.30700, 4.25285, -1.80391], [1.69456, 2.87078, -0.72592], [2.51708, 1.72690, -2.97880], [2.56076, 3.37935, -3.56009], [4.70672, 3.31753, -2.78395], [3.99339, 3.80626, -1.26174], [5.69542, 1.86443, -1.27893], [4.31798, 0.84073, -1.82193], [4.77938, 1.91040, 1.98718], [5.29193, 3.22077, 0.92587], [6.10177, 1.57280, 0.86941], [-2.85365, -1.50697, 1.14872], [-3.48194, 0.08405, 0.84393], [-4.35101, 0.88920, -2.17588], [-5.22524, 0.71317, -0.64143], [-6.13291, -1.46821, -2.20674], [-5.93973, -0.18313, -3.42825], [-7.00707, 0.08642, -1.97892], [-0.92403, -2.07304, 1.66561], [0.52601, -2.82454, 0.85385], [-0.80777, -4.12859, -0.19177], [-2.09249, -3.49321, 0.61939], [-1.18118, -2.10865, -3.17701], [1.58160, -2.86761, -1.03584], [0.51434, -3.51828, -2.27918], [2.93886, -1.99004, -2.71640], [1.99125, -2.87474, -3.90776], [1.57192, -1.15588, -3.47422], [0.41599, -7.09618, -2.40618], [-1.10801, -7.10255, -3.32980], [-1.07104, -6.13529, -4.48555], [-1.05130, -4.44317, -3.92795], [-1.91979, -6.87222, -2.64324], [-1.25067, -8.11582, -3.70341], [-1.96132, -6.25900, -5.10090], [-0.19705, -6.29317, -5.11325], [3.30167, 6.89180, 3.91634], [4.49202, 8.21578, 3.86774], [5.70856, 7.84877, 3.05456], [6.68971, 6.58965, 3.84628], [4.75451, 8.47136, 4.89186], [3.99342, 9.07424, 3.41908], [6.34857, 8.72238, 2.93666], [5.43270, 7.48857, 2.06499], [-8.23729, -3.25565, -1.37223], [-9.80718, -3.18008, -2.20948], [-9.80544, -2.19540, -3.35346], [-9.69751, -0.50557, -2.79388], [-10.56795, -2.93179, -1.47284], [-10.00987, -4.18064, -2.58930], [-10.73705, -2.28294, -3.91117], [-8.97893, -2.37514, -4.03740], [0.47767, -1.93502, 6.32652], [0.00906, -2.48645, 7.95891], [-1.12565, -1.67178, 8.52859], [-0.62987, -0.00279, 8.90789], [0.89011, -2.44415, 8.59570], [-0.29635, -3.52808, 7.86558], [-1.46855, -2.11979, 9.46031], [-1.96706, -1.62483, 7.84076], [-13.02142, 1.09331, -1.96876], [-11.93825, 2.32217, -2.66836], [-12.70056, 3.45420, -3.31064], [-13.55493, 2.93722, -4.78670], [-11.28351, 1.82571, -3.38078], [-11.32755, 2.70649, -1.85203], [-12.00820, 4.24193, -3.60504], [-13.43375, 3.87913, -2.62891], [4.07152, -6.48029, -0.17457], [5.21472, -5.26127, -0.80936], [4.50483, -4.15164, -1.54293], [3.78298, -4.71327, -3.07272], [5.92502, -5.76857, -1.44784], [5.75037, -4.85419, 0.04536], [5.21501, -3.36571, -1.79722], [3.71265, -3.71252, -0.93841], [9.38439, -9.50162, 0.89880], [8.19159, -8.48814, 1.75149], [7.19666, -7.86141, 0.80720], [7.94853, -6.62306, -0.23503], [8.73437, -7.73436, 2.31745], [7.67046, -9.13663, 2.45449], [6.41248, -7.36337, 1.37499], [6.73155, -8.60435, 0.16385]],
  "mulliken_charge": [-0.97, -1.51, 2.25, -1.79, -1.15, -0.94, 1.20, -1.06, -0.42, -0.76, -2.03, 1.83, -2.07, -0.28, -1.13, 1.12, -0.78, -0.27, -0.68, 0.08, -1.01, -1.89, -0.15, -0.22, -0.87, 1.27, -2.34, -0.34, 1.94, -1.33, 0.69, -1.19, 1.87, -0.86, -0.49, -0.10, 0.81, 0.72, 0.51, 0.66, 0.43, 0.39, 0.50, -1.44, 0.76, 0.49, 0.54, 0.28, 0.18, 0.40, 0.47, 0.72, 0.37, 0.76, 0.75, -0.76, 0.20, 0.75, 0.78, -1.29, -0.10, 0.57, 0.38, -0.09, 0.73, -0.01, 0.25, 0.36, 0.28, 0.34, 0.88, 0.19, 0.36, 0.23, 0.30, 0.24, 0.77, 0.34, 0.23, 0.31, -0.12, -0.16, -0.42, 0.16, 0.22, 0.18, -0.13, -0.53, -0.60, -0.07, 0.30, 0.36, 0.33, 0.33, -0.10, -0.56, -0.34, -0.19, 0.38, 0.29, 0.36, 0.18, -0.15, -0.46, -0.52, -0.16, 0.32, 0.30, 0.35, 0.33, -0.13, -0.53, -0.45, -0.18, 0.33, 0.30, 0.31, 0.32, -0.18, -0.39, -0.44, -0.19, 0.26, 0.31, 0.30, 0.32, -0.22, -0.53, -0.26, -0.19, 0.35, 0.43, 0.39, 0.01, -0.19, -0.53, -0.30, -0.19, 0.33, 0.33, 0.25, 0.32]
}

***

| no. | lowest unoccupied orbital energy (hartree) |
| --- | --- |
| 1 | -0.031 |
| 2 | 0.016 |